Density functional theory data (ωB97M-V/def2-TZVPD) for a cluster of 2 separate species, CH3ClS2 in total in a non-equilibrium geometry.

Properties
net charge: 0
energy relative to the best compared isomer or geometry (same formula, charge and spin): 449.2 kJ/mol
frontier orbital gap (spin up / spin down): 9.2 / 7.3 eV
total energy: -1296.2979 Ha
multiplicity: 1
HOMO (spin up / spin down): -9.764 / -7.795 eV

Positions of all 7 atoms, in Å:
C 0.76713 0.45585 0.01533
S 1.67126 -0.62800 1.06240
S 1.18447 0.36288 -1.66510
Cl 0.06672 1.90253 0.67909
H -0.88255 -1.49951 -0.11992
H 1.05866 -0.34454 2.21056
H -0.13807 0.36242 -2.13471

---

Density functional theory data (ωB97M-V/def2-TZVPD) for the ion C5H8NS with charge +1 in a non-equilibrium geometry.

Properties
net charge: +1
energy relative to the best compared isomer or geometry (same formula, charge and spin): 213.7 kJ/mol
frontier orbital gap: 8.7 eV
total energy: -647.9169 Ha
multiplicity: 1
HOMO: -13.520 eV

Positions of all 15 atoms, in Å:
C 0.47681 -0.10056 1.98471
C -0.04697 0.14664 0.67618
C 0.07419 -0.79028 3.09933
C 0.62329 0.32801 -2.72269
C -0.59596 0.80363 -1.64595
N -0.33337 0.50514 -0.38355
S -1.08195 -2.09301 3.32385
H 1.32319 0.61392 2.08816
H -1.51473 -1.91670 2.00543
H 0.52048 -0.53328 4.08958
H 0.74380 1.03525 -3.51048
H 0.37323 -0.66510 -3.12041
H 1.59065 0.40375 -2.10316
H -1.47551 0.34528 -1.93295
H -0.67715 1.91731 -1.84804

---

Density functional theory data (ωB97M-V/def2-TZVPD) for a structure of composition C22H19Cl2N4OSTa in a non-equilibrium geometry.

Properties
net charge: +2
energy relative to the best compared isomer or geometry (same formula, charge and spin): 77.3 kJ/mol
frontier orbital gap: 6.3 eV
total energy: -2519.2049 Ha
multiplicity: 1
HOMO: -14.138 eV

Positions of all 50 atoms, in Å:
Ta 0.09778 -0.40786 1.13363
Cl 2.63467 6.42039 2.78866
C 2.20573 4.77363 2.55098
C 2.90298 3.77701 3.23833
C 2.58634 2.43295 3.07854
C 1.55662 2.12105 2.21769
O 1.18035 0.83248 2.03058
C 0.85889 3.09095 1.50836
C -0.17917 2.71878 0.60740
N -0.59374 1.51747 0.30215
C -1.64328 1.45366 -0.68118
C -1.97894 2.40956 -1.59888
C -3.07822 2.20127 -2.46180
C -3.81192 1.05263 -2.38956
C -3.45104 0.04005 -1.46855
C -4.15054 -1.17481 -1.33582
C -3.73182 -2.09940 -0.41791
C -2.58539 -1.84248 0.33155
N -1.87540 -0.71006 0.23479
C -2.34284 0.24802 -0.63722
C 1.18478 4.44412 1.68487
H 3.70492 4.06405 3.90573
H 3.13591 1.66202 3.60020
H -0.68926 3.54909 0.12921
H -1.41472 3.32666 -1.70081
H -3.33243 2.96754 -3.18028
H -4.66333 0.89521 -3.03858
H -5.01238 -1.36313 -1.96486
H -4.24780 -3.03749 -0.27486
H -2.22111 -2.58662 1.01884
H 0.64974 5.21799 1.14911
N 0.59628 -0.95610 3.73591
N -0.81256 -0.92915 3.48638
H 0.90905 -1.67063 4.38819
H 0.84305 -0.05321 4.11911
H -1.34646 -0.60924 4.29059
H -1.09055 -1.88665 3.29916
Cl 0.21734 -2.68916 1.34336
S 1.42443 -0.40585 -0.77618
C 2.65667 -1.63983 -0.38049
C 3.58539 -1.39401 0.62036
C 4.54317 -2.35994 0.90527
C 4.56727 -3.54640 0.19014
C 3.64256 -3.77198 -0.82565
C 2.67942 -2.82173 -1.11531
H 3.58268 -0.44991 1.14996
H 5.27863 -2.17680 1.67731
H 5.31717 -4.29350 0.41282
H 3.67924 -4.68945 -1.39782
H 1.95832 -2.99132 -1.90406

---

Density functional theory data (ωB97M-V/def2-TZVPD) for a structure of composition C25H22NO4SSr in a non-equilibrium geometry.

Properties
net charge: -1
frontier orbital gap: 5.9 eV
total energy: -1750.4266 Ha
multiplicity: 1
HOMO: -4.208 eV

Positions of all 54 atoms, in Å:
C 0.96300 -1.79336 1.63946
C -0.35552 -2.04948 1.17059
C -0.26720 -2.48809 -0.18426
H -1.28171 -1.79217 1.70519
C 1.12978 -2.46217 -0.55417
C 1.87848 -2.01254 0.57722
H 2.95518 -1.77751 0.63170
H 1.23990 -1.39061 2.61227
H -1.13219 -2.50000 -0.89142
H 1.51777 -2.47993 -1.59687
C -0.43939 2.43554 0.35511
C -0.08812 1.87058 1.60447
C 1.32345 1.68052 1.66874
H -0.78272 1.56650 2.37430
C 1.86803 2.13475 0.43891
C 0.78624 2.62790 -0.37662
H 0.83380 2.73406 -1.48589
H -1.48591 2.45610 -0.03014
H 1.85501 1.20674 2.50866
H 2.90888 1.96755 0.13005
Sr 0.25265 0.05166 -0.79540
O 0.20883 -0.11510 -3.85988
C -0.90752 -0.86552 -4.40452
C 0.40686 -0.89987 -5.12705
H -1.15410 -1.75262 -3.82620
H -1.71825 -0.29920 -4.86881
H 1.01460 -1.80762 -5.03355
H 1.32875 -1.91377 -7.46934
C 1.07259 -0.84605 -7.56683
C 0.58698 -0.16444 -6.40757
C 0.23763 1.20221 -6.53293
H -0.12075 1.74825 -5.65081
C 0.39716 1.86732 -7.75705
H 0.14525 2.93141 -7.82542
C 0.87941 1.18552 -8.88940
H 0.99667 1.70671 -9.84483
C 1.21641 -0.17836 -8.79265
H 1.59487 -0.72827 -9.66699
O -1.67934 3.21298 6.00254
S -0.59333 2.23741 5.94369
O 0.63645 2.64458 6.61824
N -0.38142 1.62717 4.52060
C -0.63404 0.28025 4.43732
O -0.52794 -0.31162 3.30754
C -1.13917 -0.32663 5.66792
C -1.49842 -1.67717 5.79240
C -1.89973 -2.12073 7.04929
C -1.93679 -1.19647 8.11998
C -1.57052 0.16879 7.92328
C -1.16423 0.63042 6.65738
H -1.43787 -2.33500 4.91977
H -2.17844 -3.17130 7.19392
H -2.25564 -1.57292 9.10781
H -1.60437 0.85357 8.76025

---

Density functional theory data (ωB97M-V/def2-TZVPD) for the molecule C15H23NO3.

Properties
net charge: 0
energy relative to the best compared isomer or geometry (same formula, charge and spin): 187.7 kJ/mol
SMILES string: COc1ccc(OCCCC(=O)NCC(C)C)cc1
frontier orbital gap: 8.7 eV
total energy: -865.8496 Ha
multiplicity: 1
HOMO: -8.002 eV

Positions of all 42 atoms, in Å:
C -2.35324 3.45133 -4.11458
H -3.16430 2.73669 -3.93753
O -1.10571 2.92213 -3.74281
C -0.90657 2.58871 -2.43229
C -1.85174 2.70404 -1.42525
C -1.54437 2.33179 -0.12250
C -0.28716 1.83871 0.19028
C 0.66707 1.72991 -0.82527
C 0.36218 2.09697 -2.11366
H 1.09389 2.01652 -2.90156
H 1.64525 1.35768 -0.56662
O 0.11860 1.43487 1.42701
C -0.79618 1.46554 2.49815
C -0.12570 0.82147 3.70818
H -0.73482 1.02181 4.59145
H 0.85508 1.27826 3.84464
C 0.05627 -0.68965 3.53971
C 1.08564 -0.98586 2.45487
O 2.27432 -0.82770 2.63085
N 0.56632 -1.45946 1.30158
H -0.43215 -1.51406 1.19003
C 1.37838 -1.74652 0.14327
H 2.37840 -1.37125 0.37284
C 1.45173 -3.24720 -0.17174
C 2.44789 -3.47993 -1.30399
H 2.52931 -4.54085 -1.52810
H 2.12448 -2.96204 -2.20464
H 3.43235 -3.11021 -1.02893
C 0.07795 -3.79867 -0.54709
H -0.32652 -3.25941 -1.40184
H 0.15307 -4.85095 -0.81156
H -0.61926 -3.71068 0.28308
H 1.80709 -3.76397 0.72580
H 0.98206 -1.20471 -0.72223
H 0.44105 -1.09954 4.47481
H -0.90090 -1.16404 3.31454
H -1.71403 0.91637 2.23801
H -1.06975 2.50505 2.73176
H -2.30436 2.44448 0.63513
H -2.84012 3.08553 -1.62812
H -2.28156 3.65449 -5.18201
H -2.56995 4.38436 -3.58364

---

Density functional theory data (ωB97M-V/def2-TZVPD) for a structure of composition C32H39BaN5S in a non-equilibrium geometry.

Properties
net charge: -2
frontier orbital gap (spin up / spin down): 1.6 / 1.9 eV
total energy: -1939.9625 Ha
multiplicity: 1
HOMO (spin up / spin down): 2.394 / 1.986 eV

Positions of all 78 atoms, in Å:
Ba -0.21058 -0.20294 0.48307
N -0.67214 -2.22971 2.44704
N 0.23705 -2.43994 -1.03172
C 1.80402 1.46792 -0.15072
C 2.55118 0.36266 0.14133
C 2.34293 -0.02067 1.44024
C 2.99628 -1.21155 2.22193
H 3.53993 -1.86683 1.54182
H 2.26001 -1.80656 2.78119
H 3.70827 -0.76589 2.93534
C 1.44183 0.87026 2.05040
C 0.71965 0.67791 3.39637
H 1.26991 1.32955 4.07257
H 0.74639 -0.35309 3.75807
H -0.34182 0.99215 3.39446
C 1.09054 1.87551 1.01333
C -0.08957 2.86725 1.10022
H -0.90121 2.56983 1.78062
H -0.52755 3.10764 0.12284
H 0.42364 3.73871 1.50013
C 3.60386 -0.31053 -0.83053
H 4.59152 -0.32478 -0.34580
H 3.68105 0.27498 -1.75315
H 3.33815 -1.34394 -1.09922
C 1.71848 2.24097 -1.51476
H 0.68629 2.42192 -1.86346
H 2.24528 1.70161 -2.30027
H 2.20625 3.20830 -1.34373
C -1.59126 -2.67121 3.32906
H -1.81631 -2.02230 4.17657
C -2.24247 -3.89675 3.17521
H -2.96614 -4.21901 3.92533
C -1.93649 -4.68815 2.06284
H -2.40932 -5.64566 1.91239
C -1.03166 -4.24736 1.15087
H -0.74221 -4.78507 0.25980
C -0.41436 -2.99126 1.37742
C 0.58255 -2.64853 0.34296
H 1.66981 -2.71719 0.57743
C 0.35426 -1.12487 -1.61296
C -0.02554 -3.32757 -2.10069
H -0.09912 -4.34624 -1.91448
C -0.13461 -2.59344 -3.23332
H -0.31246 -2.80091 -4.22172
N 0.02734 -1.27859 -2.94314
C 0.10465 -0.04085 -3.74722
C 1.33320 0.25401 -4.34386
C 1.36877 1.36764 -5.17922
H 2.31137 1.62049 -5.67553
C 0.24246 2.17009 -5.39688
C 0.29909 3.36102 -6.32311
H 0.26103 4.30946 -5.77057
H -0.54764 3.36224 -7.01728
H 1.21664 3.35949 -6.91892
C -0.94665 1.84100 -4.73620
H -1.83805 2.45800 -4.88603
C -1.04252 0.74529 -3.88675
C -2.30972 0.41292 -3.16300
H -2.75516 -0.54443 -3.47514
H -3.06661 1.19656 -3.34500
H -2.17201 0.35914 -2.06975
C 2.55105 -0.58545 -4.11535
H 2.70921 -1.32505 -4.91613
H 2.52175 -1.14315 -3.17398
H 3.45902 0.04661 -4.09923
C -1.42660 0.11710 5.65898
N -2.40592 0.96526 4.90177
C -3.12318 1.90796 5.60446
C -3.93252 2.54475 4.74423
N -3.71343 1.99477 3.50334
C -2.75437 0.99137 3.55312
S -2.37744 0.08012 2.20412
H -0.84462 -0.56692 5.03160
H -0.70774 0.76778 6.17477
H -1.95637 -0.48066 6.41272
H -2.99201 2.03385 6.65754
H -4.62909 3.32643 4.94065
H -4.20827 2.26655 2.64065